{"formula": "C42H114N2O28", "method": "wB97M-V/def2-TZVPD", "symbols": ["H", "H", "C", "O", "H", "C", "H", "O", "C", "H", "H", "H", "H", "C", "H", "H", "H", "H", "H", "H", "O", "O", "O", "H", "O", "H", "C", "H", "H", "H", "H", "O", "O", "H", "H", "C", "H", "H", "H", "H", "C", "C", "C", "H", "H", "H", "C", "H", "C", "H", "O", "O", "H", "H", "O", "H", "C", "C", "H", "H", "H", "H", "H", "H", "H", "C", "C", "H", "H", "H", "H", "C", "H", "H", "O", "H", "H", "O", "H", "C", "C", "H", "C", "H", "H", "H", "O", "H", "H", "O", "C", "H", "H", "H", "H", "C", "H", "O", "C", "H", "N", "H", "C", "C", "H", "H", "H", "H", "C", "H", "C", "H", "H", "H", "C", "H", "H", "H", "H", "O", "H", "H", "H", "H", "H", "N", "H", "C", "H", "O", "H", "H", "H", "H", "O", "C", "H", "C", "O", "C", "H", "H", "H", "H", "C", "H", "C", "H", "C", "O", "H", "H", "O", "H", "C", "C", "H", "H", "H", "H", "H", "H", "C", "H", "H", "O", "H", "H", "H", "C", "H", "O", "H", "H", "C", "C", "O", "C", "H", "O", "C", "H", "O", "O", "H", "H"], "coordinates": [[1.8225, -5.5864, -1.2911], [-1.5445, 4.2446, -1.0406], [0.0003, 0.1887, 0.0077], [-1.6249, 3.1364, 2.6244], [4.8711, -4.7969, 5.0962], [3.0172, 5.9235, -0.9519], [5.7772, -2.8722, -2.8334], [0.8271, -2.1358, -4.9719], [2.4328, 4.8428, -0.0798], [1.7441, -3.3645, 2.6129], [6.9690, -1.8440, -2.0570], [-0.8322, 8.1322, -2.2821], [-0.4808, -1.2196, -1.6003], [1.7872, -2.4312, 2.0514], [-2.5072, 7.5922, -2.1869], [-2.0960, -1.7032, 0.2240], [3.6075, 3.6137, -0.9965], [-3.2844, 7.2693, -4.8116], [3.1658, 3.1317, 1.6466], [3.9272, 6.0381, -2.7408], [-0.6277, -5.2545, -3.7518], [2.1961, -0.5464, 0.0340], [0.7922, 2.4760, 3.4534], [0.8890, 6.6436, -3.9337], [-4.9551, -2.9712, -3.0232], [-1.2590, 6.6817, -0.4867], [0.0157, 3.8589, -3.2458], [5.6007, 0.2748, 1.6204], [-2.8733, -1.6386, -2.3596], [0.2626, 3.4014, -4.2038], [2.6534, 2.4506, 2.8978], [3.6638, -2.4121, -1.2963], [4.6597, 0.2649, 1.4450], [-2.7123, -1.0854, 1.7525], [3.2817, -4.4058, 0.3719], [2.9051, -5.6991, -1.3485], [0.0572, 3.0607, -2.5047], [-2.0879, -3.0996, 4.7283], [-3.2717, -2.0734, 7.0715], [1.6636, 1.8957, 5.0567], [-4.9821, -1.7960, -2.2350], [3.5375, -5.4109, 0.0365], [-1.5401, 4.5208, 2.9862], [-4.8438, -1.7858, 2.0577], [-1.8280, -4.8245, 2.8628], [1.4476, -3.1930, -0.6447], [-5.9198, -1.6149, 2.0233], [-3.8224, -2.8060, 5.2959], [-2.5307, -5.0239, 1.0796], [2.4759, 5.2393, 0.9346], [3.3331, -4.8284, -2.3754], [0.9313, -0.3687, 4.6470], [-0.3069, 2.3475, -0.2829], [-3.0325, -4.2136, 7.3176], [-1.7343, 5.0036, -5.5391], [-2.4206, 2.5123, -2.7336], [-0.3516, -4.2987, -4.7386], [-2.6622, -4.4113, 6.3117], [-3.7595, 4.5244, 1.2594], [-1.5962, 6.3514, 2.0032], [-4.1972, 0.3270, -3.9373], [2.2526, -2.5603, 5.9002], [1.3927, 4.6250, -0.3226], [-3.7341, -0.0574, -2.0651], [2.7715, -2.4012, 1.5840], [-1.4354, 4.4164, -3.2385], [-1.5018, 7.2971, -2.4874], [-2.8786, 4.9957, -1.7290], [0.4320, -2.9465, -3.2033], [0.6582, 4.7057, -3.0040], [7.2117, -3.2663, -0.7399], [-2.0209, 5.3627, 1.8290], [-6.0466, -0.7448, 1.3791], [-2.3981, 8.7138, -4.4331], [-3.7800, -0.5376, -3.9460], [-0.5038, 4.7746, 3.2097], [0.4215, 8.2082, -4.2183], [6.2785, -3.3740, -0.9377], [4.3106, 0.4644, -4.4355], [-0.0188, 0.6041, 4.9273], [-2.4406, 3.2491, -3.5366], [1.8988, -1.7305, 2.8789], [0.6936, -3.3178, -4.1942], [2.9705, -1.8487, -0.9449], [-0.0583, 2.7150, 3.0777], [0.1433, 2.7006, 5.4321], [2.3469, -3.9345, 7.3061], [-1.3577, -5.0176, -3.1750], [-2.7131, -7.1682, 1.5510], [2.2273, 0.9023, -4.2506], [-3.7301, -1.0084, -2.5979], [0.4452, 0.1830, -2.1783], [-3.4811, 3.5159, -3.7218], [3.4679, -3.9816, -1.9436], [1.2437, 1.8263, -0.7951], [-1.2460, 0.1703, 0.8721], [4.0172, 6.0807, -0.5477], [-6.4764, -1.1581, 3.3176], [0.6142, 1.9719, 4.7723], [-5.9157, -1.2668, -2.4261], [1.0217, -0.6644, 0.6749], [-2.1023, -6.8472, -0.0859], [-1.7942, 4.9532, -1.8303], [-6.6929, -2.7801, 1.3439], [-6.0450, -3.3155, 0.6499], [-0.2222, -2.9134, -0.6914], [0.0253, 6.0751, -1.4758], [-2.5976, 5.0068, -5.9590], [0.6690, -2.0945, 1.0733], [1.3463, -0.2425, 3.7906], [-0.6447, -1.9867, 1.9445], [0.3006, -4.0819, 0.4515], [0.3406, 6.9872, -5.5125], [-6.9822, -3.5689, 2.0383], [-2.2901, 7.7139, -4.8533], [3.0739, 3.1465, -4.4192], [-5.2653, -2.7739, -3.9100], [-1.1297, -2.9295, 2.1975], [-0.8538, 0.5444, 4.2291], [-1.2191, -4.5981, 6.5743], [5.2727, -5.0048, -0.5444], [-2.4893, 2.7207, 2.6647], [-1.2770, -3.7862, -5.0012], [5.1055, -1.1449, -0.5137], [4.6552, -0.7590, -2.2220], [-1.7818, 5.4452, -4.2112], [2.7673, -0.1435, 0.6921], [-1.0491, 6.2585, -1.4691], [-3.5143, -4.8800, 0.6323], [4.9091, -5.6490, 0.0676], [-8.4780, -3.0622, 0.5668], [3.2898, 2.5169, -2.3764], [2.4186, 6.8343, -0.9420], [1.0432, 1.8819, 0.8658], [4.0936, -5.2548, 5.4238], [6.0360, -2.3835, -1.8940], [-0.3165, 0.4149, 5.9587], [0.5818, -3.1241, 0.0138], [4.1812, 2.5025, -2.7326], [-1.3250, 6.8744, -4.0246], [2.0362, 0.0706, -4.6903], [-7.4305, -1.0845, 3.3946], [-3.1192, -5.2648, 5.8110], [-2.1038, 7.7229, -5.9273], [2.9468, -3.3375, 6.2197], [0.0387, -4.8169, -5.6146], [3.0624, -4.4042, 5.0480], [-1.2185, 0.3583, -1.6976], [0.1128, 7.1928, -4.4666], [-7.8729, -2.3385, 0.7450], [2.0860, -4.8112, 4.7849], [-1.9260, -4.4141, 0.4084], [3.4350, 2.5448, 2.3533], [-1.4838, 5.0463, 0.9349], [-2.8031, -3.0962, 5.5508], [3.5229, 1.1845, -4.6574], [3.9203, -2.9511, 6.5216], [-0.8248, -3.7674, 6.8500], [3.0431, -6.1008, 0.7204], [3.4224, 1.2919, -5.7374], [-2.0753, 2.7247, -4.4196], [3.4396, -3.8263, 4.2043], [-2.0603, -6.5295, 0.9560], [2.8780, -4.7017, 7.5317], [4.8308, 2.9303, -4.6580], [-3.4862, 5.3462, 1.6735], [4.3302, 1.0627, 1.8586], [-0.6843, -6.7379, 2.2454], [-1.9985, 0.7570, 0.3452], [-1.8107, -1.2086, 1.1525], [-0.4029, -1.5960, 2.9329], [3.1938, 3.6591, -0.1314], [3.1661, -6.7240, -1.6123], [-2.1201, 4.8147, 3.8610], [4.8370, -1.5466, -1.4907], [0.4833, 1.6381, -0.0371], [-0.7127, -6.7841, 1.2869], [-0.2906, -0.1570, -1.4495], [-4.9285, -2.1412, -1.2025], [-2.6570, -4.5903, 2.4392], [3.9485, 2.5612, -4.1352], [0.0468, -1.5785, -4.9240], [3.2704, 5.5110, -2.2798], [-2.5461, -2.0076, 6.4464], [-0.9003, 0.6443, 1.7907], [1.6536, -3.8274, -4.1122]], "forces_ev_per_angstrom": [[-0.297, -0.389, 0.355], [0.337, -0.689, -0.324], [0.663, -0.088, -0.637], [0.530, 0.083, 0.266], [0.301, -0.453, 0.191], [1.470, 0.450, -0.123], [0.095, -0.148, -0.289], [0.831, 0.193, -0.976], [-0.343, 0.120, -0.500], [-0.507, -0.473, -0.587], [-0.368, 0.685, -0.080], [-0.256, 0.548, -0.538], [0.042, 0.019, -0.092], [1.224, -0.136, 0.760], [-0.197, -0.044, -0.588], [0.137, -0.264, -0.019], [0.434, -0.019, -0.270], [-0.149, -0.073, 0.416], [0.191, -0.027, -0.600], [0.018, 0.163, 0.425], [0.146, -1.196, 0.412], [1.860, -0.140, -1.281], [0.173, -0.423, 0.105], [-0.215, -0.540, 0.313], [-0.294, -0.806, 0.026], [-0.275, -0.371, 0.113], [-1.105, 0.459, -0.170], [0.184, -0.143, -0.026], [0.222, 0.291, -0.498], [0.102, 0.280, -0.093], [-0.598, -0.049, 0.288], [1.833, 0.613, -0.857], [0.132, -0.742, -0.275], [0.038, -0.298, 0.204], [0.079, 0.255, -0.039], [0.094, 0.235, 0.553], [0.274, 0.130, 0.163], [-0.222, 0.403, -0.059], [0.065, 0.339, 0.272], [-0.094, -0.210, 0.804], [0.648, -0.468, -0.727], [-1.294, -0.568, -0.636], [-1.115, 0.269, -0.573], [-0.238, -0.332, 0.827], [0.179, 0.131, 0.323], [0.252, -0.238, 0.426], [-2.548, 0.641, -0.039], [-0.197, -1.171, -1.185], [-0.246, -1.389, -0.347], [-0.122, -0.044, 0.168], [0.490, -0.643, -0.185], [0.631, -1.413, 0.121], [-0.275, -0.088, 0.450], [-0.917, -0.503, -0.054], [1.685, -0.121, -0.380], [0.070, 0.000, 0.243], [-0.014, 0.715, 0.467], [2.023, 1.588, 0.799], [0.255, -0.109, -0.147], [-0.990, 0.542, 0.043], [0.057, -0.025, -0.019], [0.292, 0.402, -0.028], [-0.229, -0.031, -0.108], [0.480, -0.320, 1.103], [-0.008, -0.223, -0.321], [-1.143, -1.169, 0.099], [1.253, -0.349, -0.479], [-0.144, 0.693, -0.252], [-0.244, -0.636, 0.426], [0.473, -0.458, -0.029], [-0.076, -0.571, 0.447], [-0.269, -0.266, -0.040], [0.072, -0.023, -0.467], [0.282, 0.166, -0.316], [0.354, -0.970, -0.553], [0.147, -0.383, -0.165], [-0.549, 0.377, -0.336], [0.679, -0.306, 0.678], [-0.281, -0.480, 0.305], [0.401, 0.800, -0.589], [1.056, -0.413, -0.090], [-0.391, 0.378, -0.256], [-0.494, 0.525, 0.201], [-0.291, 0.490, 0.327], [-0.493, -0.296, -0.282], [-0.244, 0.237, -0.072], [-0.651, -0.578, 1.454], [0.027, 0.339, -0.224], [-0.220, 0.012, 0.029], [-0.482, -0.607, 1.039], [-1.443, 1.551, 0.407], [0.307, -0.109, 0.268], [0.113, 0.529, 0.142], [0.052, 0.753, -0.131], [0.012, -0.439, -0.318], [-0.081, -0.189, -0.462], [-0.038, 0.646, 0.542], [1.811, -0.870, -0.328], [0.969, 0.614, 0.417], [0.042, 0.359, 0.250], [-3.636, -0.045, 1.402], [-0.475, 0.187, -0.091], [0.627, 0.115, 0.870], [0.691, -0.680, 1.139], [0.306, 0.332, -0.458], [-0.295, 0.095, 0.055], [0.108, 0.042, -0.280], [-0.493, 0.249, 0.658], [-0.067, 1.677, 2.235], [-0.187, 0.335, -0.282], [-1.448, -0.029, -1.609], [0.536, -0.176, 0.009], [-0.468, 0.123, -0.120], [0.380, 0.105, 0.704], [-0.849, -0.077, -0.060], [0.121, 0.806, 0.405], [0.102, 0.157, -0.063], [0.710, -0.499, -0.363], [-0.508, -0.158, 0.133], [-1.165, -1.147, -1.014], [0.589, 0.220, -0.090], [-0.201, 0.419, 0.282], [0.002, 0.282, -0.304], [-0.345, 0.483, -0.026], [-0.173, 0.039, 0.043], [-0.568, 1.563, 1.138], [0.818, 0.049, -0.106], [-0.971, -0.516, -1.020], [-0.304, -0.517, 0.186], [0.186, -0.143, 0.058], [0.191, -0.110, 0.086], [-0.186, -0.386, 0.307], [-0.085, 0.077, 0.253], [-0.553, 0.268, 0.433], [0.371, -1.570, 0.031], [-1.120, -0.213, -1.271], [-0.294, 0.210, -0.115], [-0.819, -0.365, -1.466], [-0.195, 0.473, -0.280], [-0.331, -0.268, 0.396], [-0.589, -0.414, 0.234], [-0.065, -0.265, -0.908], [0.424, -0.073, 0.167], [0.594, 0.279, 0.095], [-1.085, -0.818, -1.929], [-0.067, 0.007, -0.011], [0.607, 3.620, 0.769], [-0.138, 0.075, -0.239], [0.927, -0.441, 0.406], [-0.545, 1.160, -0.554], [0.260, -0.610, 0.406], [0.710, 0.347, 0.584], [0.498, -0.179, 0.459], [-0.401, -0.346, -0.203], [-0.912, 0.203, 0.633], [1.237, 1.528, -1.303], [0.262, 0.228, -0.517], [-0.220, 0.318, 0.089], [0.090, -0.119, 0.208], [0.782, -0.009, -0.461], [-0.109, -0.058, -0.104], [-0.440, 0.057, -0.548], [-0.632, 0.892, -0.684], [0.022, -0.228, 0.157], [0.044, -0.085, 0.193], [1.834, 0.598, 0.369], [-0.460, 0.955, 0.327], [0.516, -0.189, 0.202], [-0.054, 0.460, 0.209], [1.946, 0.213, 1.350], [-0.101, 0.749, -0.251], [-0.064, 0.133, 0.172], [-0.081, -0.020, -0.167], [-0.175, -0.481, 0.213], [0.013, -0.667, 0.954], [1.265, 0.190, 0.095], [-0.006, 0.629, 0.650], [-0.711, -0.492, -0.290], [-0.102, 0.229, 0.133], [0.317, -0.226, -0.786], [-0.674, -1.219, -0.451], [-0.265, -0.283, 0.206], [-1.102, -1.047, -0.669], [1.168, 0.097, 0.230], [-0.548, 0.139, 0.265], [0.083, 0.257, -0.108]], "gap_ev": 8.29, "total_energy_ev": -105702.27597, "largest_force_ev_per_a": 3.9, "homo_energy_ev": -8.4, "lumo_energy_ev": -0.1}